one) Computed, not measured: a cluster of 2 separate species, C5H15N2 in total, with the ωB97M-V functional and the def2-TZVPD basis.

The geometry in ORCA input format:
```
! RIJCOSX wB97M-V def2-TZVPD def2/J DEFGRID3
* xyz 0 2
C 1.335 -2.088 -0.687
N -0.901 1.381 -1.228
N -1.243 2.146 1.347
H 2.422 -2.022 -0.579
H 1.042 -3.128 -0.578
H -0.576 1.391 1.315
H 0.809 0.588 -1.980
H -1.342 -1.681 -0.488
H 1.211 -1.692 -1.706
C 0.525 1.104 -1.047
H -0.699 2.985 1.225
H 1.018 -1.403 1.337
H -1.886 2.090 2.119
H -0.888 -2.656 0.850
C 0.609 -1.162 0.331
C -0.838 -1.630 0.489
C 0.903 0.277 0.143
H 1.365 0.798 0.975
H -1.453 1.318 -0.364
H -1.192 2.308 -1.512
H -1.399 -0.949 1.122
H 1.178 2.023 -1.083
*
```

HOMO energy (alpha / beta)   -8.0 / -8.3 eV
Gap between HOMO and LUMO (alpha / beta)   9.0 / 8.5 eV

two) Computed, not measured: the molecule C5H15N2, with the ωB97M-V functional and the def2-TZVPD basis.

The geometry in ORCA input format:
```
! RIJCOSX wB97M-V def2-TZVPD def2/J DEFGRID3
* xyz 0 2
H -1.662 2.356 0.759
H -0.633 0.319 1.186
H 1.743 -2.108 1.606
N -1.213 0.345 0.333
H -1.642 0.530 -2.438
H -3.030 1.181 0.919
H 1.718 -0.537 -1.145
C -0.244 0.326 -0.807
H -0.137 -0.254 -2.861
C -2.154 1.494 0.338
H 1.993 0.697 0.845
H -1.847 -0.553 0.295
H -1.380 -1.142 -1.950
H 3.226 -1.305 1.050
C 2.273 -1.158 1.576
H 0.556 -1.572 -0.321
C -0.891 -0.175 -2.078
H 2.486 -0.850 2.600
H 0.083 1.349 -0.975
C 0.937 -0.546 -0.374
H -2.463 1.684 -0.687
N 1.432 -0.143 0.934
*
```

HOMO energy (alpha / beta)   -2.8 / -9.7 eV
Gap between HOMO and LUMO (alpha / beta)   3.7 / 10.4 eV

Bottom line: one), by a margin of 0.0417 hartree.

one) Computed, not measured: the molecule C2H3F2I, with the ωB97M-V functional and the def2-TZVPD basis.

The geometry in ORCA input format:
```
! RIJCOSX wB97M-V def2-TZVPD def2/J DEFGRID3
* xyz 0 1
F -2.227 1.124 -0.369
H 1.455 0.449 1.703
H 2.437 -0.737 0.527
I -0.208 -1.160 0.289
H 1.619 0.780 -0.158
C 1.572 -0.049 0.605
C -1.824 0.192 -1.286
F -2.823 -0.600 -1.312
*
```

HOMO energy   -8.9 eV
Gap between HOMO and LUMO   9.1 eV

two) Computed, not measured: the molecule C2H3F2I, with the ωB97M-V functional and the def2-TZVPD basis.

The geometry in ORCA input format:
```
! RIJCOSX wB97M-V def2-TZVPD def2/J DEFGRID3
* xyz 0 1
C 1.734 -0.483 0.082
H 2.261 -1.030 0.805
H 2.283 -0.711 -0.769
H 1.906 0.525 0.195
F -3.278 0.033 -0.079
I -0.369 -0.893 0.003
F -2.231 1.790 0.279
C -2.307 0.770 -0.515
*
```

HOMO energy   -8.7 eV
Gap between HOMO and LUMO   8.9 eV

Bottom line: one), by a margin of 0.0036 hartree.

one) Computed, not measured: a structure of composition C5H8OS, with the ωB97M-V functional and the def2-TZVPD basis.

The geometry in ORCA input format:
```
! RIJCOSX wB97M-V def2-TZVPD def2/J DEFGRID3
* xyz 0 1
C -0.463 -1.157 0.772
S 1.131 -1.744 0.220
H 1.836 -0.165 -1.515
H -0.001 -0.107 -1.206
C -0.116 1.372 0.465
C 1.826 -0.027 -0.342
H -0.482 2.698 0.136
H -0.426 1.352 1.729
O 1.495 1.220 0.172
C -1.809 -0.628 -0.378
C -0.551 0.131 -0.241
H -0.442 -1.013 1.828
H -1.959 -1.130 -1.487
H -2.899 -0.638 0.127
H 2.861 -0.165 -0.281
*
```

HOMO energy   -8.4 eV
Gap between HOMO and LUMO   9.2 eV

two) Computed, not measured: the molecule C5H8OS, with the ωB97M-V functional and the def2-TZVPD basis.

The geometry in ORCA input format:
```
! RIJCOSX wB97M-V def2-TZVPD def2/J DEFGRID3
* xyz 0 1
C 2.046 -0.026 1.003
C -2.769 -0.744 -0.750
H 0.144 2.036 -0.692
C 0.104 0.933 -0.424
C 1.550 0.429 -0.171
H -3.132 -1.678 -1.098
O 3.397 -0.332 1.000
H -0.274 0.240 -1.192
C -2.168 -0.597 0.425
H -2.272 -1.308 1.186
H 2.173 0.698 -1.012
H 3.755 -0.037 0.200
S -1.126 0.774 0.993
H 1.577 -0.414 1.979
H -3.006 0.025 -1.449
*
```

HOMO energy   -8.6 eV
Gap between HOMO and LUMO   9.5 eV
Structure (SMILES)   C=CSC/C=C/O

Bottom line: two), by a margin of 0.1833 hartree.

one) Computed, not measured: the molecule C5H8OS, with the ωB97M-V functional and the def2-TZVPD basis.

The geometry in ORCA input format:
```
! RIJCOSX wB97M-V def2-TZVPD def2/J DEFGRID3
* xyz 0 1
H -0.130 -1.606 0.877
O 0.026 1.743 0.089
H -2.376 -1.083 1.564
H 2.104 0.698 1.321
C -0.086 -0.322 -1.096
S -3.181 0.255 -0.065
H -0.995 0.070 -1.551
H 2.603 1.008 -0.385
H 2.328 -0.717 0.173
H -0.802 1.830 -0.247
H 0.495 -1.116 -1.792
C 1.939 0.345 0.247
C 0.501 0.413 -0.061
C -0.516 -0.838 0.269
C -1.910 -0.679 0.658
*
```

HOMO energy   -8.6 eV
Gap between HOMO and LUMO   8.2 eV
Structure (SMILES)   C[C@@]1(O)C[C@@H]1C=S

two) Computed, not measured: the molecule C5H8OS, with the ωB97M-V functional and the def2-TZVPD basis.

The geometry in ORCA input format:
```
! RIJCOSX wB97M-V def2-TZVPD def2/J DEFGRID3
* xyz 0 1
C -0.889 0.508 0.234
C -0.042 1.201 -0.698
H -0.731 -1.254 1.577
H -1.411 1.403 0.711
H 0.678 1.918 -0.043
C 0.981 -0.807 0.250
H 1.645 -1.334 0.897
H -0.494 1.834 -1.506
H -1.283 -1.632 -0.824
C -0.172 -0.355 1.192
S -2.070 -0.559 -0.534
H 0.405 -0.027 2.248
O 0.577 -1.297 -1.098
C 1.030 0.043 -0.902
H 1.775 0.358 -1.503
*
```

HOMO energy   -8.6 eV
Gap between HOMO and LUMO   9.5 eV
Structure (SMILES)   S[C@@H]1C[C@@H]2O[C@@H]2C1

three) Computed, not measured: the molecule C5H8OS, with the ωB97M-V functional and the def2-TZVPD basis.

The geometry in ORCA input format:
```
! RIJCOSX wB97M-V def2-TZVPD def2/J DEFGRID3
* xyz 0 1
H -0.286 -1.111 1.728
C -0.904 -0.942 0.847
H -0.449 1.224 -1.716
H -1.064 -0.845 -1.274
H 2.795 0.398 0.162
H 1.585 0.697 1.422
H -1.860 -1.467 0.959
C 0.829 -0.085 -0.512
C -0.273 -1.023 -0.538
H 0.546 2.174 -0.555
H 2.104 -0.952 0.993
S -1.274 0.950 0.627
O 0.961 -1.296 -1.214
C 1.883 0.019 0.603
C 0.020 1.206 -0.740
*
```

HOMO energy   -8.9 eV
Gap between HOMO and LUMO   9.8 eV
Structure (SMILES)   C[C@]12CSC[C@@H]1O2

Bottom line: one), by a margin of 0.0281 hartree.

one) Computed, not measured: a cluster of 4 separate species, C3H12O4 in total, with the ωB97M-V functional and the def2-TZVPD basis.

The geometry in ORCA input format:
```
! RIJCOSX wB97M-V def2-TZVPD def2/J DEFGRID3
* xyz 0 1
H -2.453 -0.698 -0.946
H -0.345 -3.455 -2.491
O 1.916 -1.530 -1.472
H 0.012 1.237 3.486
O -0.323 0.597 -0.347
H -0.292 2.445 1.330
O -3.140 -1.030 -1.502
H 2.315 -0.946 -2.195
H 0.977 -0.581 0.661
C 0.369 0.474 0.652
H 1.469 2.396 0.962
H 0.719 2.826 3.382
H 1.036 -1.721 -2.069
H 1.647 1.422 3.167
C 0.631 1.792 1.430
O -0.399 -2.526 -2.709
H -3.632 -0.312 -1.837
C 0.717 1.820 3.022
H -1.225 -2.209 -2.523
*
```

HOMO energy   -9.7 eV
Gap between HOMO and LUMO   10.5 eV
Structure (SMILES)   CCC=O.O.O.O

two) Computed, not measured: a cluster of 4 separate species, C3H12O4 in total, with the ωB97M-V functional and the def2-TZVPD basis.

The geometry in ORCA input format:
```
! RIJCOSX wB97M-V def2-TZVPD def2/J DEFGRID3
* xyz 0 1
H -3.730 -0.341 1.857
H -4.594 0.646 0.658
H 0.670 0.536 0.909
O 2.496 0.432 0.911
C -2.470 0.191 0.140
H -4.205 -1.107 0.254
H 3.304 0.928 0.903
O -0.108 0.504 0.300
H 1.105 -1.860 -0.416
H 4.160 -0.181 -2.263
H 3.683 1.240 -2.099
H -1.429 -0.091 1.908
C -3.827 -0.186 0.753
H -2.389 0.519 -0.860
O 3.950 0.445 -1.582
O 1.323 -1.325 -1.220
H 2.642 0.004 0.015
C -1.307 0.208 0.860
H 0.725 -0.562 -1.028
*
```

HOMO energy   -8.4 eV
Gap between HOMO and LUMO   9.0 eV
Structure (SMILES)   C/C=C/O.O.O.O

three) Computed, not measured: a cluster of 4 separate species, C3H12O4 in total, with the ωB97M-V functional and the def2-TZVPD basis.

The geometry in ORCA input format:
```
! RIJCOSX wB97M-V def2-TZVPD def2/J DEFGRID3
* xyz 0 1
H 4.449 1.175 -0.905
H -2.642 2.484 0.623
H 0.663 -0.798 -1.145
O 1.021 -1.591 -1.587
O 3.886 0.424 -0.696
C -0.883 1.852 1.477
H 1.874 -1.221 -1.841
C -1.639 2.781 0.910
H -0.990 -0.140 2.259
H 3.909 -0.133 -1.481
O -0.738 -0.140 0.224
H 0.102 2.029 1.902
H -1.272 -0.923 0.022
H -0.741 -2.374 -1.313
H -1.370 3.822 0.797
C -1.322 0.414 1.388
H -1.419 -3.579 -0.590
O -1.505 -2.645 -0.787
H -2.394 0.351 1.250
*
```

HOMO energy   -9.9 eV
Gap between HOMO and LUMO   10.4 eV
Structure (SMILES)   C=CCO.O.O.O

four) Computed, not measured: a cluster of 4 separate species, C3H12O4 in total, with the ωB97M-V functional and the def2-TZVPD basis.

The geometry in ORCA input format:
```
! RIJCOSX wB97M-V def2-TZVPD def2/J DEFGRID3
* xyz 0 1
C -1.334 -2.292 2.598
H -0.317 -2.044 -0.447
O -0.379 -1.882 0.499
O 0.528 3.009 1.100
C -1.501 -2.579 1.066
O 2.647 4.380 -2.115
H 1.343 1.456 -6.917
H 0.456 3.482 1.948
H -1.273 -3.624 0.745
O 0.983 0.921 -6.190
H 0.795 2.195 1.565
H -1.235 -2.988 4.713
H 2.419 4.062 -1.233
H 1.139 1.541 -5.464
C -1.263 -3.117 3.620
H -2.463 -2.235 0.715
H -1.328 -4.190 3.398
H -1.264 -1.219 2.637
H 2.047 5.123 -2.237
*
```

HOMO energy   -10.1 eV
Gap between HOMO and LUMO   10.7 eV
Structure (SMILES)   C=CCO.O.O.O

Bottom line: two), by a margin of 0.0108 hartree.

one) Computed, not measured: a cluster of 4 separate species, C4H17NO3 in total, with the ωB97M-V functional and the def2-TZVPD basis.

The geometry in ORCA input format:
```
! RIJCOSX wB97M-V def2-TZVPD def2/J DEFGRID3
* xyz 0 1
H 0.977 -1.514 0.086
O -1.792 -1.735 0.403
H -0.934 -0.389 2.572
H -1.940 -2.523 -0.143
N 0.891 -0.583 -0.288
C 1.320 -0.470 -1.671
H 0.747 1.873 1.899
C 0.498 0.826 1.693
H 1.885 1.237 0.100
H -0.528 0.757 1.346
H 1.383 1.051 -3.143
H -1.795 1.332 -1.156
O -1.162 -0.888 3.373
H 0.664 0.344 2.650
H 1.167 -1.418 -2.198
H -1.552 -1.687 3.008
H 0.588 1.593 -1.858
H 2.402 -0.353 -1.801
H -3.040 0.995 -0.240
H -0.382 0.491 -2.732
H -1.202 -1.293 -0.240
C 0.650 0.659 -2.432
O -2.738 1.453 -1.025
C 1.529 0.368 0.648
H 2.363 -0.127 1.151
*
```

HOMO energy   -9.4 eV
Gap between HOMO and LUMO   9.9 eV
Structure (SMILES)   CCNCC.O.O.O

two) Computed, not measured: a cluster of 4 separate species, C4H17NO3 in total, with the ωB97M-V functional and the def2-TZVPD basis.

The geometry in ORCA input format:
```
! RIJCOSX wB97M-V def2-TZVPD def2/J DEFGRID3
* xyz 0 1
H 0.401 -1.653 2.382
H -2.259 1.340 -0.160
C -0.982 -0.838 -1.256
N -0.567 0.575 -1.211
H -0.920 2.996 1.226
H -2.070 -0.962 -1.255
H 1.970 -0.429 2.176
H -0.584 3.165 -0.585
H 2.233 0.108 0.000
H -0.286 -0.765 -3.273
O 1.211 -0.169 1.654
H -1.049 0.508 0.795
O -0.148 -2.201 2.973
C -0.362 -1.513 -2.480
C -1.183 1.233 -0.011
O 1.878 0.733 -0.648
H -1.034 1.032 -1.988
H -0.888 -2.410 -2.791
H -0.668 -1.322 -0.336
H 0.395 -2.971 3.176
H 0.861 0.501 -0.964
C -0.510 2.559 0.329
H 0.563 2.408 0.288
H 0.671 -1.787 -2.257
H 1.364 0.234 0.737
*
```

HOMO energy   -10.2 eV
Gap between HOMO and LUMO   10.9 eV
Structure (SMILES)   CCNCC.O.O.O

Bottom line: one), by a margin of 0.0145 hartree.